{"formula": "C6H10O4", "method": "ωB97M-V with the def2-TZVPD basis set", "elements": ["O", "C", "C", "O", "C", "C", "O", "C", "C", "O", "H", "H", "H", "H", "H", "H", "H", "H", "H", "H"], "coordinates": [[-0.406, -1.573, 0.962], [-0.248, -1.317, -0.496], [1.237, -0.862, -0.725], [1.913, -0.565, 0.496], [1.583, 0.510, -0.352], [0.466, 1.480, 0.049], [-0.026, 1.390, 1.356], [-0.623, 1.203, -1.000], [-1.260, -0.174, -0.819], [-2.174, -0.059, 0.255], [0.340, -1.116, 1.469], [-0.481, -2.302, -0.924], [1.788, -1.391, -1.594], [2.460, 0.987, -0.769], [0.894, 2.495, -0.220], [-0.928, 0.954, 1.215], [-0.163, 1.211, -1.963], [-1.499, 1.832, -0.879], [-1.927, -0.483, -1.679], [-1.868, -0.771, 0.848]], "forces_ev_per_angstrom": [[1.349, 0.166, -0.359], [0.966, 0.175, 2.281], [-0.282, -1.060, -1.461], [0.296, -0.703, -0.078], [-0.017, 0.283, 0.476], [0.234, 0.864, -1.671], [-1.148, -0.758, -0.508], [-0.598, -0.942, 0.683], [-0.951, -0.703, -0.921], [-0.148, 0.027, 0.446], [-1.122, -0.616, -1.200], [0.111, 0.618, -0.303], [-0.650, 0.785, 1.847], [0.067, -0.013, -0.302], [-0.590, -0.747, 0.903], [1.237, 0.800, 0.704], [0.099, 0.586, -0.873], [0.261, 0.758, -0.418], [1.186, 0.508, 0.304], [-0.302, -0.028, 0.450]], "multiplicity": 1, "smiles": "O[C@@H]1[C@@H]2O[C@@H]2[C@H](O)C[C@@H]1O"}

{"formula": "C6H10O4S3", "method": "ωB97M-V with the def2-TZVPD basis set", "elements": ["C", "C", "C", "C", "C", "C", "O", "O", "O", "O", "S", "S", "S", "H", "H", "H", "H", "H", "H", "H", "H", "H", "H"], "coordinates": [[-2.208, -0.799, 0.881], [3.118, 0.603, 0.743], [-1.618, -0.815, -0.515], [2.265, 1.496, 0.017], [-2.473, -0.881, -1.819], [1.208, 2.490, 0.185], [1.982, -1.891, -0.160], [0.202, -2.586, 1.408], [-0.381, -1.292, -0.724], [0.640, -0.238, 1.203], [-1.695, 0.821, 0.242], [2.360, 0.164, -0.890], [0.685, -1.541, 0.529], [-3.325, -0.974, 1.011], [-1.665, -1.258, 1.716], [4.093, 0.838, 0.586], [2.655, 0.291, 1.660], [-2.943, -1.841, -2.090], [-2.109, -0.549, -2.757], [-3.402, -0.194, -1.864], [0.279, 1.958, 0.251], [1.096, 3.048, -0.697], [1.235, 3.150, 1.085]], "forces_ev_per_angstrom": [[-1.602, -0.613, -0.368], [-2.151, 0.652, 0.017], [-2.387, 1.195, -0.367], [-1.439, 0.443, -0.847], [-3.060, 0.061, 0.480], [0.686, 0.593, 1.696], [-2.474, 0.478, 0.744], [0.252, 0.186, -1.396], [2.778, -1.974, -0.464], [0.790, -1.389, -0.398], [-1.294, 0.871, 0.484], [1.422, 0.992, -0.834], [-0.371, -0.655, 2.126], [1.451, 0.429, -0.515], [0.133, 0.425, -0.601], [2.978, 0.032, 0.193], [0.461, -0.763, 0.363], [0.607, -0.197, 0.687], [1.893, 0.329, -0.533], [1.356, -0.863, 1.243], [-0.541, -0.734, 0.289], [0.061, 1.077, -1.255], [0.451, -0.575, -0.743]], "multiplicity": 1}

{"formula": "C6H10O5", "method": "ωB97M-V with the def2-TZVPD basis set", "elements": ["C", "O", "C", "O", "C", "C", "C", "O", "C", "O", "O", "H", "H", "H", "H", "H", "H", "H", "H", "H", "H"], "coordinates": [[1.481, -1.925, 0.827], [0.557, -1.679, -0.153], [1.069, -0.825, -1.194], [1.525, 0.387, -0.818], [0.612, 1.296, -0.352], [1.273, 2.331, 0.511], [-0.486, 0.563, 0.437], [-0.488, 0.419, 1.730], [-1.758, 0.101, -0.235], [-1.960, 0.264, -1.458], [-2.529, -0.636, 0.501], [2.560, -2.299, 0.448], [1.066, -2.634, 1.392], [1.718, -1.233, 1.435], [0.108, -0.822, -1.999], [2.184, -1.221, -1.547], [-0.019, 1.752, -1.385], [0.623, 3.060, 0.772], [1.893, 2.808, -0.030], [1.940, 1.815, 1.114], [-2.072, -0.516, 1.415]], "forces_ev_per_angstrom": [[2.946, -4.020, -4.912], [0.101, 1.915, -2.002], [0.422, -3.074, -3.050], [1.000, 0.821, 0.738], [-3.816, 1.275, -2.272], [-2.416, -4.248, -0.025], [-0.211, 0.312, 5.597], [0.217, 0.654, -5.238], [-0.233, -0.435, -4.942], [0.554, 0.062, 3.155], [0.587, 0.466, 2.556], [-2.361, 0.486, 0.241], [-1.348, -3.233, 2.196], [1.257, 5.901, 3.959], [3.011, 0.182, 1.903], [-3.262, -0.058, 0.182], [1.688, -0.946, 3.042], [-2.120, 1.744, 2.077], [4.511, 3.476, -4.588], [0.440, -0.721, 2.481], [-0.968, -0.558, -1.098]], "multiplicity": 1, "smiles": "COCO[C@H](C)C(=O)C(=O)O"}

Values of energy above the lowest of the compared OMol25 structures with the same formula, charge and spin, in order: 55.45 16.22 106.99, all in kcal/mol.
Values of E_HOMO, in order: -10.18 -8.38 -10.16, all in eV.